No. 1
78
Properties=species:S:1:pos:R:3:forces:R:3 method="wB97M-V/def2-TZVPD" e_lumo_ha=0.0079 smiles=Oc1ccc(O)cc1.Oc1ccc(O)cc1.Oc1ccc(O)cc1.CO.CO.CO.CO.CO.CO gap_ha=0.2930 multiplicity=1 total_charge=0
O -3.727 -1.915 -0.416 2.9 -2.6 4.7
O -0.453 -3.892 5.693 0.1 2.0 -2.3
O -0.169 0.525 -1.217 -0.2 3.2 1.9
O -0.315 -4.015 0.121 1.0 -0.7 -1.0
O -2.381 1.245 5.234 0.9 -0.4 2.2
O 2.297 -0.743 -0.128 1.6 4.2 0.8
O -3.547 2.504 -3.765 0.7 2.0 2.6
O 2.939 2.003 0.085 -0.6 0.7 -0.1
O -1.467 2.915 -0.059 1.3 -2.5 1.5
O 1.027 0.393 -3.757 -0.3 0.8 1.8
O 8.245 2.416 -0.993 -1.8 -2.9 -1.2
O -3.364 -1.114 -3.414 1.7 -3.9 -0.3
C -4.188 -0.920 0.406 2.8 0.3 1.8
C 4.246 2.074 -0.299 -1.2 1.2 1.0
C 0.349 -5.107 2.264 -2.4 4.2 0.4
C -1.052 -3.002 2.168 1.3 -1.6 1.0
C 4.658 3.428 -0.506 1.6 -2.2 -0.1
C -0.328 -3.911 4.263 -1.2 0.2 1.9
C -4.636 -1.587 -3.795 0.1 4.1 -3.7
C -0.295 -4.015 1.488 0.7 -1.7 2.4
C 6.891 2.416 -0.685 1.5 2.9 -1.1
C -2.154 1.625 3.965 1.6 1.2 -3.8
C -1.109 1.065 3.126 -0.8 -0.4 2.1
C -0.974 1.509 1.832 1.4 0.2 -1.1
C -1.701 2.585 1.337 0.9 -0.8 -3.5
C 6.430 1.192 -0.542 -3.6 -2.8 1.4
C 6.017 3.537 -0.743 1.6 2.0 -0.4
C 1.717 -1.119 1.039 3.1 -2.0 3.2
C 2.290 1.013 -3.730 -1.0 -4.4 -6.6
C -2.737 3.115 2.041 0.5 -1.1 0.7
C -1.064 -2.895 3.573 1.1 -1.9 -0.3
C 0.265 -5.049 3.696 0.1 -1.1 -2.6
C -2.962 2.643 3.298 1.2 -2.4 3.3
C -2.095 2.722 -3.425 -2.6 -0.4 -8.0
C -0.902 -0.566 -1.480 -2.4 -2.7 4.0
C 5.068 0.959 -0.274 -0.5 2.0 -1.0
H 0.769 0.063 -4.601 0.2 -0.1 -0.9
H 2.557 1.129 0.048 0.2 -0.8 -0.2
H 2.289 -0.808 2.032 -0.9 -0.3 -2.3
H 0.784 -5.897 1.721 0.5 -1.0 -0.4
H -4.277 -0.014 -0.112 0.2 1.8 -0.8
H -0.825 2.136 -0.382 -1.9 2.3 0.6
H -1.567 1.106 5.834 -1.7 0.4 -2.0
H 8.838 3.075 -0.817 1.3 3.2 1.1
H 3.991 4.274 -0.429 -0.1 -0.2 -0.1
H -2.047 -0.413 -1.257 2.2 0.0 0.5
H -1.735 -2.418 1.637 -0.6 1.0 -1.2
H 3.048 0.317 -3.527 1.3 -1.8 -0.6
H 1.674 -2.183 1.038 0.3 -1.2 0.5
H 2.537 1.599 -3.049 0.2 5.8 7.0
H -5.160 -1.117 0.735 -1.4 -0.5 1.5
H 0.536 -6.081 4.141 -0.3 2.4 0.2
H -0.442 -4.800 5.853 0.1 -2.3 1.3
H 4.534 0.027 -0.146 0.7 -0.3 0.2
H 6.499 4.559 -0.993 -0.9 -1.7 0.6
H 0.741 -0.908 1.121 -3.7 1.7 0.3
H -1.722 -2.203 4.162 0.9 -0.7 -0.8
H -0.421 0.258 3.510 -0.9 0.9 -0.4
H -2.010 3.092 -2.565 0.5 2.8 7.3
H -3.327 -0.813 1.154 -1.9 0.3 -0.2
H 2.241 -1.371 -0.772 -0.4 -2.6 -2.5
H -0.238 1.062 1.089 -0.8 0.4 1.4
H -3.409 -0.245 -3.124 -0.5 2.6 0.6
H -3.519 3.682 1.686 -1.0 1.7 -1.3
H -5.278 -1.126 -3.081 -1.5 -0.4 0.3
H 6.953 0.298 -0.456 1.9 -0.9 -0.3
H -1.779 3.546 -4.141 0.3 -1.5 0.5
H -1.026 -0.771 -2.490 0.8 -1.2 -2.0
H 0.322 -4.658 -0.327 -1.3 1.2 1.5
H -4.790 -2.631 -4.015 0.6 -0.3 0.5
H -3.940 3.240 -3.167 0.4 -2.0 -1.7
H 0.533 0.664 -1.810 1.2 0.0 -1.5
H -4.088 -1.744 -1.181 -2.5 0.7 -6.7
H -3.787 3.004 3.872 -0.5 0.3 0.2
H -4.773 -0.967 -4.860 -0.6 -1.9 2.4
H 2.543 1.592 -4.609 -0.1 -0.3 -0.7
H -0.463 -1.393 -0.673 -1.6 1.1 -2.7
H -1.585 1.804 -3.455 0.8 -1.1 -0.6

---

No. 2
87
Properties=species:S:1:pos:R:3:forces:R:3 method="wB97M-V/def2-TZVPD" e_lumo_ha=0.0058 smiles="C[C@H]1COC(=O)O1.C[C@H]1COC(=O)O1.CCOC(=O)OC.COC(=O)OC.COC(=O)OC.COC(=O)OC.O=C1OCCO1" gap_ha=0.3935 multiplicity=1 total_charge=0
O -26.100 -3.383 0.711 -1.5 -1.5 -1.0
O -15.305 3.534 4.592 0.0 -1.9 -0.8
O -15.687 -6.636 -1.043 -0.9 2.7 2.3
O -7.410 -1.255 3.928 -1.8 -0.3 0.9
O -12.992 -3.296 -7.019 -0.5 0.1 0.1
O -15.321 1.417 5.298 0.2 -2.0 3.0
O -16.115 -8.379 11.973 0.2 -0.3 -2.3
O -14.893 -2.996 -5.838 -2.2 0.0 0.3
O -12.230 -7.621 6.143 1.3 -1.1 -1.3
O -7.031 -0.428 5.820 -2.2 1.3 1.5
O -26.598 -2.971 -1.588 -0.3 -1.8 4.5
O -13.283 -1.884 -5.270 -0.2 2.2 0.3
O -16.936 -6.985 10.327 -0.8 -3.0 5.7
O -14.731 -4.962 0.094 0.7 -2.1 0.0
O -15.464 1.685 3.236 -0.1 0.1 -1.5
O -12.529 -9.213 4.638 -4.4 -2.6 0.5
O -18.192 -7.581 12.236 1.5 0.3 0.0
O -5.254 -1.238 4.762 -1.2 0.3 -0.7
O -10.801 -8.096 4.488 4.8 1.5 -2.2
O -27.639 -4.576 -0.371 0.3 -0.1 1.6
O -16.911 -4.980 -0.043 -1.8 0.7 0.2
C -25.023 -2.483 0.952 -0.2 1.2 -1.2
C -17.025 -4.104 2.274 -1.0 -0.4 -0.5
C -28.803 -4.673 -1.167 -1.2 -0.6 -0.4
C -15.808 -5.619 -0.339 1.6 -3.5 -3.3
C -6.444 -0.973 4.809 1.8 -1.3 -0.4
C -11.886 -1.650 -5.174 0.2 -2.4 -0.2
C -13.681 -2.769 -6.179 2.5 0.2 0.4
C -7.075 -1.939 2.745 2.9 -0.4 -1.1
C -17.064 -7.606 11.443 -0.4 2.9 -4.9
C -26.769 -3.589 -0.487 1.6 2.9 -3.6
C -15.348 2.317 4.385 -0.1 3.6 0.4
C -12.216 -9.427 3.315 1.0 -0.6 -1.4
C -17.954 -8.479 13.332 -0.8 -1.2 -0.2
C -16.642 -3.816 0.770 0.8 -1.5 2.8
C -16.513 -8.956 13.153 0.0 1.2 3.2
C -15.526 -8.473 14.225 -0.2 0.0 0.8
C -15.117 -3.796 0.670 -0.3 3.3 0.1
C -11.835 -8.266 5.184 -3.2 2.2 3.6
C -15.461 -4.216 -6.150 -1.1 -1.6 -0.6
C -15.270 1.777 6.713 -0.3 0.5 0.0
C -8.106 -2.471 1.740 -0.9 1.2 0.9
C -10.815 -8.948 3.340 1.1 -0.2 -0.9
C -6.352 0.201 6.879 1.9 0.4 0.0
C -15.271 2.463 2.040 0.5 1.0 0.4
H -11.485 -1.582 -6.186 0.4 0.6 0.3
H -11.641 -2.638 -4.784 1.4 0.1 0.0
H -29.482 -5.387 -0.703 0.5 -0.3 0.5
H -28.647 -5.110 -2.154 0.5 0.6 -0.1
H -15.637 -4.360 -7.215 -0.2 0.3 -0.1
H -24.774 -1.952 0.034 0.1 -0.1 -0.1
H -15.978 -8.774 15.170 0.6 -0.6 0.3
H -16.496 -4.892 2.810 0.9 0.0 -0.6
H -16.522 -10.032 13.325 0.4 -0.3 -1.4
H -14.431 2.029 1.498 -0.4 -0.2 -0.2
H -14.532 -8.875 14.027 -0.2 -0.6 0.3
H -15.824 1.047 7.303 -0.1 -0.2 -0.6
H -15.711 2.759 6.886 0.0 0.0 -0.3
H -16.975 -3.230 2.923 0.0 0.2 -0.4
H -6.451 -1.154 2.318 0.1 -0.5 -1.3
H -7.662 -2.816 0.806 0.5 0.3 0.3
H -18.171 -8.199 14.363 0.2 1.4 -0.3
H -16.183 2.611 1.461 0.0 -0.7 0.1
H -12.201 -10.485 3.052 -0.6 0.0 0.2
H -10.185 -9.832 3.436 0.7 0.5 0.4
H -8.737 -1.613 1.505 -0.3 -0.2 -0.3
H -8.749 -3.288 2.065 0.1 0.1 0.5
H -25.355 -1.723 1.660 -0.2 -0.2 0.1
H -14.846 -3.025 -0.052 0.4 0.5 0.4
H -5.710 -0.496 7.418 -0.5 -0.3 0.3
H -17.144 -2.903 0.450 0.0 -0.4 -0.5
H -12.728 -8.859 2.538 -1.0 0.1 0.6
H -18.033 -4.514 2.342 -0.4 0.4 -0.3
H -7.009 0.786 7.522 -0.4 -0.7 -0.2
H -6.370 -2.735 2.989 0.0 -0.1 0.2
H -24.117 -2.945 1.344 -0.4 -0.6 -0.1
H -15.294 -7.425 14.418 -0.7 0.5 -0.9
H -16.388 -4.224 -5.577 0.0 -0.2 -0.3
H -29.447 -3.794 -1.182 0.8 0.5 -0.3
H -18.682 -9.280 13.207 0.2 -0.3 -0.4
H -5.617 0.921 6.521 -0.1 0.1 -0.5
H -11.573 -0.938 -4.411 -0.7 0.4 -0.5
H -10.576 -8.395 2.431 0.4 0.1 0.4
H -14.972 3.478 2.300 0.1 0.0 0.3
H -14.267 1.793 7.141 0.2 0.0 -0.7
H -14.858 -5.079 -5.868 0.3 0.2 0.4
H -14.658 -3.640 1.646 0.2 0.0 -0.2

---

No. 3
71
Properties=species:S:1:pos:R:3:forces:R:3 method="wB97M-V/def2-TZVPD" e_lumo_ha=-0.0775 gap_ha=0.3106 multiplicity=1 total_charge=+1
Br -1.187 2.272 2.960 -0.3 0.4 -0.3
P 1.621 1.416 1.181 -0.2 -0.2 0.1
P -1.176 0.036 0.062 -0.5 0.3 0.0
Al -0.245 0.283 2.241 0.8 -1.4 1.7
C 2.410 2.696 2.210 0.1 0.3 -0.2
C 1.164 -3.133 1.824 0.2 -0.4 -0.5
C 0.665 2.224 -0.166 0.2 0.4 0.2
C 1.049 0.061 -4.809 0.3 0.1 0.3
C -2.146 0.925 -4.665 -0.3 -0.3 0.2
C 0.948 0.440 5.460 0.0 0.5 0.3
C 2.956 0.531 0.318 0.2 0.0 -0.1
C 0.516 -0.391 4.305 0.0 -1.1 -0.7
C 2.879 -1.171 3.599 0.6 0.1 -0.1
C -2.007 -0.619 4.951 -0.3 0.3 0.2
C 1.400 -1.174 3.484 -1.4 0.1 0.2
C 0.236 -0.483 -5.953 0.0 -0.4 -0.5
C -0.834 -0.848 4.058 0.8 -0.6 -0.6
C -0.764 -1.873 3.041 0.8 0.6 0.6
C -1.211 -1.546 -0.841 0.1 -0.2 -0.2
C 0.934 1.254 -4.215 0.4 -0.2 -0.3
C -2.901 0.608 0.231 -0.3 0.0 -0.3
C -1.900 -2.771 2.699 -0.5 -0.2 -0.3
C -2.044 -0.407 -4.725 -0.4 0.3 -0.2
C -0.285 1.295 -0.954 -0.1 -0.2 -0.3
C -0.003 2.361 -4.592 -0.4 0.2 -0.1
C -1.282 1.943 -5.358 0.1 0.6 -0.2
C -1.082 -1.197 -5.562 0.5 -0.2 -0.1
C 0.618 -2.076 2.704 -0.5 1.1 0.5
H 3.017 3.372 1.586 -0.2 -0.2 0.2
H 0.009 0.281 -6.703 0.3 -0.3 0.2
H 0.533 3.093 -5.224 -0.1 -0.2 0.3
H -3.426 0.606 -0.737 0.2 0.0 0.3
H -0.292 2.918 -3.686 0.0 -0.1 -0.1
H 2.560 -0.367 -0.176 0.1 0.2 0.1
H 0.985 -0.174 6.376 0.0 0.2 -0.3
H -1.065 1.888 -1.453 0.3 -0.1 0.0
H -2.915 1.616 0.671 0.1 -0.3 -0.2
H 2.026 -2.777 1.244 -0.1 -0.1 0.1
H 0.098 3.036 0.306 0.1 -0.1 -0.1
H -1.511 -1.414 -1.895 0.1 0.1 0.4
H -0.837 -2.137 -5.045 -0.1 0.2 0.0
H 3.194 -1.824 4.430 -0.1 0.2 -0.2
H 0.257 1.272 5.641 0.2 -0.1 0.0
H 1.512 -3.987 2.424 -0.1 0.1 -0.2
H -0.995 1.630 -6.368 -0.3 0.2 0.4
H -1.885 2.854 -5.494 0.2 -0.2 0.0
H 3.280 -0.168 3.814 -0.1 -0.3 -0.1
H -2.995 1.354 -4.114 0.4 -0.3 0.0
H -2.080 0.428 5.269 0.0 -0.2 0.0
H 1.952 0.858 5.311 -0.2 -0.1 0.0
H 3.730 0.221 1.033 -0.2 0.1 -0.2
H 1.647 3.276 2.748 0.2 -0.2 -0.3
H 0.858 -1.229 -6.472 -0.2 0.2 0.1
H 1.666 1.520 -3.442 -0.2 -0.2 -0.2
H -3.444 -0.049 0.921 0.2 0.0 -0.1
H -1.917 -1.243 5.859 0.0 0.2 -0.3
H 0.415 -3.507 1.118 0.2 0.0 0.1
H -2.949 -0.891 4.463 0.2 0.1 0.1
H -2.807 -1.011 -4.218 0.2 0.3 -0.1
H -2.037 -3.530 3.490 0.1 0.2 -0.3
H 1.869 -0.597 -4.489 -0.4 0.3 0.1
H -0.215 -2.013 -0.817 -0.3 0.2 0.0
H 0.255 0.767 -1.755 -0.2 0.1 0.2
H -2.849 -2.220 2.622 0.2 -0.2 0.0
H -1.576 -1.505 -6.502 0.1 0.1 0.4
H -1.916 -2.237 -0.356 0.2 0.3 -0.1
H 3.408 1.187 -0.443 -0.1 -0.2 0.2
H 1.408 2.682 -0.830 -0.3 0.0 -0.1
H 3.065 2.225 2.958 -0.2 0.0 -0.3
H -1.731 -3.308 1.756 -0.1 0.1 0.2
H 3.367 -1.549 2.690 -0.1 0.1 0.2